1.
Density functional theory data (ωB97M-V/def2-TZVPD) for 2 unconnected molecules or ions with the total composition C2H4NP at a distorted geometry.

Element x y z (Å)
1 P -1.46104 -0.45249 0.10219
2 N -0.67983 1.15292 0.20340
3 C -0.04940 0.43044 -0.71747
4 C 0.40354 -0.73324 -0.00262
5 H -0.18453 0.61516 -1.80144
6 H 0.73977 -1.59774 -0.49506
7 H 0.87784 -0.29524 0.85083
8 H 0.35365 0.88019 1.86016

Force components x, y, z for each atom (eV/Å):
P 0.9 0.5 0.7
N -1.7 1.6 2.5
C -0.2 -0.5 -2.8
C -0.8 -0.7 -0.4
H 1.0 0.2 0.7
H 0.8 -1.0 -0.6
H 0.7 -0.6 1.3
H -0.6 0.5 -1.3

**Orbital gap (alpha / beta)**: 7.92 / 8.43 eV
**E_HOMO (alpha / beta)**: -8.29 / -9.04 eV
**Maximum force**: 0.06621 Eh/bohr
**Total charge**: 0
**Energy relative to the best compared isomer or geometry (same formula, charge and spin)**: 111.7 kcal/mol
**Molecular weight**: 73.03 g mol⁻¹

***

2.
Density functional theory data (ωB97M-V/def2-TZVPD) for a single C2H4NP molecule at a distorted geometry.

Element x y z (Å)
1 P -0.36020 0.18182 0.48356
2 N -1.35905 1.21333 0.79746
3 C 0.07109 -0.62717 -1.19709
4 C 0.61168 0.88184 1.63849
5 H -0.53092 -1.43406 -1.58189
6 H 1.11141 -0.94159 -1.06023
7 H 0.47427 0.38634 2.62088
8 H -0.01828 0.33950 -1.70118

Force components x, y, z for each atom (eV/Å):
P 2.1 -3.3 -2.5
N -2.4 2.1 0.9
C 0.2 1.2 2.1
C 0.7 -0.2 0.9
H -0.4 0.1 0.1
H -0.1 0.2 -0.2
H -0.2 0.4 -0.3
H 0.2 -0.5 -0.8

**Orbital gap**: 8.21 eV
**E_HOMO**: -8.73 eV
**Maximum force**: 0.09072 Eh/bohr
**Total charge**: 0
**Energy relative to the best compared isomer or geometry (same formula, charge and spin)**: 125.2 kcal/mol
**Molecular weight**: 73.03 g mol⁻¹

***

3.
Density functional theory data (ωB97M-V/def2-TZVPD) for a single C2H4NP molecule at a distorted geometry.

Element x y z (Å)
1 P 1.28802 -0.80390 -0.10672
2 N -2.40129 -0.23161 0.21158
3 C -0.09371 0.53952 -0.44551
4 C -1.34961 0.06552 -0.09887
5 H 0.21248 1.45941 0.04319
6 H 0.49581 -1.58828 0.97251
7 H 2.08160 -0.10552 1.05848
8 H -0.23331 0.66488 -1.63467

Force components x, y, z for each atom (eV/Å):
P -0.8 2.2 1.6
N -1.7 -0.8 0.4
C 1.7 -1.0 -4.2
C -0.6 0.2 0.9
H 0.1 0.0 0.0
H 0.1 0.2 -0.5
H 0.3 -1.0 -0.7
H 1.0 0.1 2.5

**Orbital gap (alpha / beta)**: 5.54 / 7.84 eV
**E_HOMO (alpha / beta)**: -5.16 / -11.50 eV
**Maximum force**: 0.09037 Eh/bohr
**Total charge**: 0
**Multiplicity**: 3
**Energy relative to the best compared isomer or geometry (same formula, charge and spin)**: 92.1 kcal/mol
**Molecular weight**: 73.03 g mol⁻¹
**Expectation value of S²**: 2.004

***

4.
Density functional theory data (ωB97M-V/def2-TZVPD) for a single C2H4NPS molecule at a distorted geometry.

Element x y z (Å)
1 S -1.26256 -0.05953 0.45986
2 P 1.78691 -0.48969 0.16525
3 N 1.23561 0.93626 0.15333
4 C -0.12374 1.29454 0.03921
5 C -0.25927 -1.41520 0.00564
6 H -0.21684 2.10173 0.64763
7 H -0.49974 -2.17050 0.64914
8 H -0.33741 -1.74128 -1.08752
9 H -0.32294 1.54367 -1.03253

Force components x, y, z for each atom (eV/Å):
S -0.6 0.4 0.5
P -2.0 -1.6 0.1
N 0.8 -0.2 -0.3
C 0.3 -1.7 -2.8
C 2.5 2.2 -3.1
H -1.2 2.5 1.7
H -0.1 -2.2 1.6
H 0.1 0.4 1.4
H 0.3 0.3 0.8

**Orbital gap**: 8.07 eV
**E_HOMO**: -8.44 eV
**Maximum force**: 0.08727 Eh/bohr
**Total charge**: 0
**SMILES**: C1N=PCS1
**Energy relative to the best compared isomer or geometry (same formula, charge and spin)**: 34.1 kcal/mol
**Molecular weight**: 105.10 g mol⁻¹

***

5.
Density functional theory data (ωB97M-V/def2-TZVPD) for 2 unconnected molecules or ions with the total composition C2H4O2 at a distorted geometry.

Element x y z (Å)
1 O -3.74018 0.00462 0.48288
2 O 3.15581 0.98858 -0.88465
3 C -3.37565 -0.09630 1.68589
4 C 3.35957 0.12095 -1.69173
5 H 4.15549 -0.60383 -1.39733
6 H -3.45562 -1.09584 2.17578
7 H -2.95852 0.73465 2.30312
8 H 2.85911 -0.05282 -2.67396

Force components x, y, z for each atom (eV/Å):
O 1.4 0.1 4.3
O -0.7 0.2 -0.8
C -1.2 -0.4 -3.7
C 1.0 -0.5 1.0
H -0.3 -0.2 -0.6
H 0.1 0.5 -0.1
H -0.3 -0.2 -0.6
H -0.1 0.5 0.5

**Orbital gap**: 10.78 eV
**E_HOMO**: -10.23 eV
**Maximum force**: 0.08870 Eh/bohr
**Total charge**: 0
**SMILES**: C=O.C=O
**Energy relative to the best compared isomer or geometry (same formula, charge and spin)**: 61.8 kcal/mol
**Molecular weight**: 60.05 g mol⁻¹

***

6.
Density functional theory data (ωB97M-V/def2-TZVPD) for 2 unconnected molecules or ions with the total composition C2H4O2P at a distorted geometry.

Element x y z (Å)
1 P -0.01742 0.34426 0.00984
2 O -0.62504 -2.60055 -0.97893
3 O 0.23104 -2.51301 1.08361
4 C -0.22781 -2.22305 0.06458
5 C 0.33040 2.03005 -0.32988
6 H 0.51889 2.32144 -1.38911
7 H -1.39950 0.54019 0.12317
8 H -0.13074 0.20186 1.39483
9 H 1.32019 1.89882 0.02191

Force components x, y, z for each atom (eV/Å):
P -2.1 -0.9 -0.3
O -1.0 0.4 -1.1
O 0.9 0.2 3.4
C 0.3 -0.3 -2.7
C 0.5 0.7 -0.5
H -0.5 -0.6 0.3
H -1.0 -0.8 -0.5
H 0.8 0.5 0.7
H 2.1 1.0 0.7

**Orbital gap**: 5.90 eV
**E_HOMO**: -2.02 eV
**Maximum force**: 0.06768 Eh/bohr
**Total charge**: -1
**Energy relative to the best compared isomer or geometry (same formula, charge and spin)**: 83.6 kcal/mol
**Molecular weight**: 91.03 g mol⁻¹

***

7.
Density functional theory data (ωB97M-V/def2-TZVPD) for a single C2H4O2S molecule at a distorted geometry.

Element x y z (Å)
1 S -1.72520 -0.29400 0.16699
2 O 1.08424 -0.85318 0.69931
3 O 2.08038 0.73136 -0.42767
4 C 1.05202 0.18915 -0.12217
5 C -0.32557 0.57803 -0.67145
6 H -1.63602 0.34477 1.32903
7 H -0.37820 1.70114 -0.67879
8 H -0.27460 0.28085 -1.68539
9 H 0.21634 -1.25136 0.95187

Force components x, y, z for each atom (eV/Å):
S 0.3 0.4 -0.9
O 0.0 -1.0 0.9
O -0.6 0.2 -0.2
C 0.1 -0.1 0.1
C 0.4 1.0 1.4
H 0.0 0.2 0.2
H -0.2 -1.2 0.2
H -0.4 -0.4 -1.1
H 0.5 0.7 -0.7

**Orbital gap**: 10.49 eV
**E_HOMO**: -10.02 eV
**Maximum force**: 0.03554 Eh/bohr
**Total charge**: 0
**SMILES**: O=C(O)CS
**Energy relative to the best compared isomer or geometry (same formula, charge and spin)**: 3.7 kcal/mol
**Molecular weight**: 92.12 g mol⁻¹

***

8.
Density functional theory data (ωB97M-V/def2-TZVPD) for 2 unconnected molecules or ions with the total composition C2H4O2S at a distorted geometry.

Element x y z (Å)
1 S -2.01538 -0.82749 -0.06146
2 O -3.43746 -1.14906 0.08409
3 O 2.74046 -1.49247 0.49206
4 C -1.60365 0.66154 0.48662
5 C 1.88882 -1.29196 -0.32990
6 H -0.59057 0.83370 0.39201
7 H 1.45052 -0.30681 -0.41318
8 H -2.35112 1.30620 1.01900
9 H 1.62375 -1.81837 -1.27649

Force components x, y, z for each atom (eV/Å):
S 0.0 1.7 0.5
O 0.2 -0.1 0.0
O -0.6 -0.9 -0.3
C -3.1 -1.7 0.3
C 1.0 1.2 -1.1
H 1.9 0.8 0.0
H -0.8 0.8 0.6
H 1.0 -0.6 -0.7
H 0.4 -1.1 0.8

**Orbital gap**: 9.68 eV
**E_HOMO**: -10.11 eV
**Maximum force**: 0.06954 Eh/bohr
**Total charge**: 0
**Energy relative to the best compared isomer or geometry (same formula, charge and spin)**: 71.0 kcal/mol
**Molecular weight**: 92.12 g mol⁻¹

***

9.
Density functional theory data (ωB97M-V/def2-TZVPD) for a single C2H4O2S molecule at a distorted geometry.

Element x y z (Å)
1 S -0.07418 -0.20729 -0.35897
2 O -0.59997 -1.32673 -1.08985
3 O -1.05407 0.28353 0.85353
4 C -0.11822 -0.64512 1.45074
5 C 0.23115 1.10931 -1.50261
6 H 0.91874 0.65741 -2.21264
7 H 0.69211 1.94114 -0.98127
8 H 0.53237 -0.19157 2.18074
9 H -0.52793 -1.62068 1.66033

Force components x, y, z for each atom (eV/Å):
S -1.3 0.5 0.4
O 0.1 -0.4 -0.1
O 0.1 0.5 -1.1
C 0.8 0.5 -1.5
C 0.2 -1.3 2.2
H 0.0 -0.1 -0.2
H -0.1 0.3 0.1
H 0.2 0.0 0.1
H 0.0 -0.2 0.0

**Orbital gap**: 8.73 eV
**E_HOMO**: -9.15 eV
**Maximum force**: 0.04981 Eh/bohr
**Total charge**: 0
**SMILES**: C=[S@@]1(=O)CO1
**Energy relative to the best compared isomer or geometry (same formula, charge and spin)**: 121.5 kcal/mol
**Molecular weight**: 92.12 g mol⁻¹

***

10.
Density functional theory data (ωB97M-V/def2-TZVPD) for a single C2H4O2S2 molecule at a distorted geometry.

Element x y z (Å)
1 S -2.25687 0.63406 -0.21903
2 S 2.09116 0.47592 0.41871
3 O -0.77653 -1.42200 0.25445
4 O -1.34112 0.45404 1.28785
5 C 0.47127 0.49552 -0.49909
6 C -0.59054 -0.09811 0.33105
7 H 2.89879 -0.24132 -0.34024
8 H -1.35121 -1.76025 0.89059
9 H 0.27323 1.50679 -0.70763
10 H 0.58184 -0.04465 -1.41666

Force components x, y, z for each atom (eV/Å):
S -0.6 0.9 0.2
S -0.4 0.5 0.7
O 3.9 -0.7 -1.8
O 0.7 1.0 0.3
C 2.1 -0.6 1.2
C -3.4 -1.1 -1.3
H -0.1 -0.4 -0.6
H -1.6 -0.4 1.8
H -0.4 1.1 -0.2
H -0.1 -0.4 -0.4

**Orbital gap**: 9.01 eV
**E_HOMO**: -8.83 eV
**Maximum force**: 0.08419 Eh/bohr
**Total charge**: 0
**SMILES**: O[C@]1(CS)OS1
**Energy relative to the best compared isomer or geometry (same formula, charge and spin)**: 57.3 kcal/mol
**Molecular weight**: 124.19 g mol⁻¹

***

no.,DFT total energy (eV)
1,-12911.6860
2,-12911.1000
3,-12910.7634
4,-23751.1601
5,-6231.6273
6,-15520.7524
7,-17069.1099
8,-17066.1922
9,-17064.0006
10,-27901.8521